Record 1
ORCA calculation (ωB97M-V/def2-TZVPD) on C3H4N2S in the gas phase at a distorted geometry.

The value obtained for the HOMO energy is -8.57 eV. The energy relative to the best compared isomer or geometry (same formula, charge and spin) comes out at 378.5 kJ/mol. The frontier orbital gap comes out at 8.391 eV. Its SMILES is C#CC(=S)NN. As for the charge: 0.

Cartesian coordinates (Å):
S1 0.83806 -1.83885 -0.16946
N1 0.25217 0.68737 -0.68123
N2 1.16716 0.71234 -1.63636
C1 0.01442 -0.38697 0.07401
C2 -0.93195 -0.33535 1.21510
C3 -1.89878 -0.46220 1.99594
H1 1.17821 -0.24583 -2.06938
H2 -0.28344 1.46679 -0.47035
H3 -2.51100 -0.60289 2.94486
H4 2.17514 1.00559 -1.20312

Charges obtained by Mulliken population analysis, quoted in units of e:
1. S -0.35
2. N 0.07
3. N -0.76
4. C 0.46
5. C -0.50
6. C -0.07
7. H 0.29
8. H 0.23
9. H 0.35
10. H 0.27


Record 2
ORCA calculation (ωB97M-V/def2-TZVPD) on a molecular structure, C3H5NO3 at a distorted geometry.

The value obtained for the HOMO energy is -10.13 eV. The energy relative to the best compared isomer or geometry (same formula, charge and spin) comes out at 156.2 kJ/mol. The frontier orbital gap comes out at 9.438 eV. As for the charge: 0.

Cartesian coordinates (Å):
O1 -0.07846 3.11401 -0.54743
O2 -1.49506 1.36118 -0.23273
O3 1.31570 -2.08855 0.62341
N1 -0.40889 -0.81173 1.36815
C1 0.56528 -0.47812 -0.84921
C2 -0.55262 2.04295 -0.50539
C3 0.54484 -1.15522 0.48838
H1 1.46125 -0.70349 -1.41622
H2 -0.44637 -1.29483 2.25144
H3 -1.15492 -0.19021 1.08962
H4 -0.33515 -0.65972 -1.42469
H5 0.58440 0.86371 -0.84533

Charges obtained by Mulliken population analysis, quoted in units of e:
1. O -0.35
2. O -0.46
3. O -0.59
4. N -0.30
5. C -0.73
6. C 0.71
7. C 0.64
8. H 0.31
9. H 0.21
10. H 0.24
11. H 0.33
12. H 0.02


Record 3
ORCA calculation (ωB97M-V/def2-TZVPD) on 13 unconnected molecules or ions with the total composition C19H65N19O13 at a distorted geometry.

The value obtained for the HOMO energy is -8.62 eV. The energy relative to the best compared isomer or geometry (same formula, charge and spin) comes out at 484.2 kJ/mol. The frontier orbital gap comes out at 8.594 eV. As for the charge: 0.

Cartesian coordinates (Å):
O1 -7.97902 21.89669 -37.53423
O2 -10.54951 14.03257 -39.96569
O3 -5.95695 17.68045 -40.33758
O4 -9.14630 17.89867 -36.07527
O5 -10.18323 22.75371 -40.93686
O6 -6.39854 16.03133 -35.45840
O7 -2.54775 17.29643 -37.50837
O8 -12.13799 22.23910 -35.81582
O9 -8.92062 18.31084 -42.15871
O10 -12.38882 18.32598 -32.82249
O11 -10.60053 16.83544 -29.39214
O12 -12.83415 16.95288 -36.20499
O13 -6.87810 19.71416 -34.95649
N1 -6.69104 13.87223 -34.92903
N2 -6.17978 22.68915 -38.54649
N3 -12.71755 20.53235 -33.10282
N4 -10.53299 16.83179 -41.59915
N5 -12.03189 19.38873 -34.78288
N6 -6.04682 20.73876 -37.68112
N7 -8.49157 15.28123 -30.49894
N8 -8.57348 16.40479 -41.08894
N9 -6.21609 19.81875 -40.67035
N10 -10.16397 21.04692 -42.24756
N11 -12.76927 14.78433 -35.81221
N12 -3.76120 16.94866 -35.66231
N13 -7.62279 20.48701 -33.01753
N14 -5.69148 18.60027 -42.35748
N15 -8.36458 15.06148 -35.43118
N16 -11.29879 16.05395 -34.98255
N17 -8.60659 21.00348 -34.91963
N18 -4.66227 16.70727 -37.64127
N19 -9.11084 20.88853 -40.33973
C1 -9.31135 17.25629 -41.68351
C2 -5.89469 18.63946 -41.08978
C3 -7.12196 15.06215 -35.30186
C4 -12.42115 16.01580 -35.62515
C5 -8.49151 16.52552 -32.54676
C6 -12.16284 20.86183 -37.85854
C7 -9.23712 18.40223 -37.36466
C8 -8.75931 16.55243 -31.05464
C9 -9.77481 21.67199 -41.18812
C10 -7.65456 20.35007 -34.30917
C11 -10.24619 16.96206 -30.80574
C12 -9.92326 17.78111 -28.66311
C13 -12.34738 19.34875 -33.52749
C14 -6.80980 21.81028 -37.88640
C15 -3.55927 16.97512 -36.95221
C16 -10.73592 14.28838 -38.57617
C17 -10.66679 12.89566 -38.05143
C18 -12.12400 22.26034 -37.21068
C19 -7.95215 18.00790 -38.02615
H1 -10.98682 21.54505 -42.55559
H2 -12.75611 20.70447 -32.10834
H3 -6.26117 19.79330 -39.66168
H4 -12.89022 21.19236 -33.84759
H5 -8.95495 14.34077 -35.04113
H6 -4.54987 16.39454 -35.36058
H7 -8.68638 21.22498 -39.48724
H8 -11.17289 17.49978 -42.00463
H9 -5.05962 20.95065 -37.70657
H10 -13.38240 14.49467 -36.56071
H11 -7.09325 18.38244 -37.46927
H12 -10.15352 17.71717 -27.59962
H13 -8.99277 15.68238 -33.02213
H14 -6.94530 19.99262 -32.45479
H15 -10.83265 16.94682 -34.90766
H16 -10.04839 14.94728 -38.04584
H17 -8.05640 17.29600 -30.67895
H18 -11.79946 18.53914 -35.27713
H19 -6.09272 19.37069 -42.87279
H20 -7.64437 16.76882 -40.93293
H21 -5.50842 16.69570 -37.08990
H22 -11.72307 14.70776 -38.38183
H23 -11.13833 22.68867 -37.39255
H24 -10.10653 18.03255 -37.90831
H25 -5.58289 17.66811 -42.73084
H26 -6.71682 23.54231 -38.48476
H27 -7.88098 16.92143 -38.07723
H28 -11.59002 22.99872 -35.60533
H29 -8.36324 20.97382 -32.53291
H30 -12.87109 22.94046 -37.61982
H31 -7.30058 13.06734 -34.90224
H32 -9.46335 21.15264 -34.40600
H33 -4.68798 17.02148 -38.60081
H34 -9.29044 14.74060 -30.79831
H35 -9.64978 20.23707 -42.56355
H36 -10.85853 16.20287 -31.29232
H37 -9.24737 19.49189 -37.33918
H38 -8.61007 20.07969 -40.67902
H39 -5.26494 22.57060 -38.95773
H40 -7.43249 16.41811 -32.78137
H41 -10.62477 12.91829 -36.96247
H42 -11.51885 12.30801 -38.39314
H43 -13.16285 20.48612 -37.64191
H44 -10.97934 15.18355 -34.58195
H45 -11.36534 20.20729 -37.50687
H46 -7.78646 18.27010 -39.07110
H47 -11.93387 20.27379 -35.25950
H48 -8.55442 21.33450 -35.87242
H49 -6.40000 20.06175 -37.02005
H50 -8.86601 17.57210 -28.82626
H51 -12.05631 20.97657 -38.93724
H52 -5.70375 13.85033 -34.71720
H53 -11.36147 13.62625 -40.27750
H54 -10.68824 15.88942 -41.27062
H55 -3.01655 17.17543 -35.01873
H56 -12.54728 14.09986 -35.10345
H57 -10.51895 17.96803 -31.12468
H58 -8.81995 15.89320 -35.77898
H59 -9.69661 12.43336 -38.23339
H60 -8.31689 18.21295 -35.70797
H61 -8.87384 15.56670 -40.61198
H62 -6.10785 20.70963 -41.13371
H63 -8.68807 15.28406 -29.50825
H64 -10.10706 18.78622 -29.04268
H65 -8.84993 17.45178 -32.99583

These are the Mulliken partial charges, in e, on atoms 1 to 99:
1. O -0.75
2. O -0.59
3. O -0.78
4. O 1.74
5. O -0.69
6. O -0.70
7. O -0.73
8. O -0.51
9. O -0.75
10. O -0.67
11. O -0.48
12. O -0.64
13. O -0.66
14. N -0.50
15. N -0.39
16. N -0.39
17. N -0.37
18. N 0.52
19. N -0.11
20. N -0.61
21. N -0.26
22. N -0.18
23. N -0.40
24. N -0.33
25. N -0.29
26. N -0.39
27. N -0.40
28. N 0.27
29. N 0.36
30. N 0.01
31. N -0.20
32. N 0.24
33. C 0.82
34. C 0.49
35. C 0.44
36. C 0.59
37. C -1.08
38. C -0.44
39. C 0.16
40. C 0.14
41. C 0.48
42. C 0.37
43. C -0.29
44. C -0.66
45. C 0.72
46. C 0.57
47. C 0.39
48. C 0.59
49. C -1.34
50. C -0.30
51. C 0.73
52. H 0.21
53. H 0.23
54. H 0.15
55. H 0.18
56. H 0.22
57. H 0.35
58. H -0.12
59. H 0.21
60. H 0.19
61. H 0.25
62. H -0.19
63. H 0.29
64. H -0.05
65. H 0.27
66. H -0.54
67. H -0.27
68. H 0.51
69. H -0.62
70. H 0.18
71. H 0.05
72. H 0.30
73. H 0.17
74. H 0.24
75. H 0.55
76. H 0.30
77. H 0.32
78. H 0.36
79. H 0.32
80. H 0.13
81. H 0.26
82. H 0.13
83. H 0.14
84. H 0.23
85. H 0.35
86. H 0.24
87. H 0.16
88. H -0.72
89. H 0.10
90. H 0.18
91. H 0.35
92. H 0.26
93. H 0.44
94. H 0.39
95. H 0.11
96. H -0.35
97. H -0.90
98. H -0.03
99. H 0.11


Record 4
ORCA calculation (ωB97M-V/def2-TZVPD) on a molecular structure, C26H24F12NO2ReS3 at a distorted geometry.

The value obtained for the HOMO energy (alpha / beta) is -19.88 / -19.88 eV. The frontier orbital gap (alpha / beta) comes out at 4.772 / 4.736 eV. As for the charge: +4.

Cartesian coordinates (Å):
Re1 -0.49628 0.52855 -0.15247
S1 -0.47218 2.19618 -1.94892
S2 -3.57667 0.51796 -2.69592
S3 -2.59228 1.69029 0.50859
F1 1.06535 2.77885 3.24739
F2 3.10343 3.21971 2.64012
F3 3.15251 2.65765 -0.27696
F4 0.25601 -2.50001 -2.66424
F5 -2.22310 -4.15682 -1.96720
F6 -3.53748 -2.60807 -1.19797
F7 0.44803 -3.97571 -1.08653
F8 1.07454 -1.91103 -0.76003
F9 2.67098 0.56634 -0.55203
F10 1.42419 3.85276 1.42057
F11 -2.29883 -2.21490 -2.90635
F12 4.20591 1.15596 0.86589
O1 -1.34778 -0.92443 -0.86077
O2 0.73082 1.51710 0.72577
N1 0.05778 -0.90428 1.38393
C1 1.94280 1.54854 1.44611
C2 -2.35300 -2.86231 -1.74927
C3 2.01482 0.32336 2.33291
C4 1.18089 -0.85983 2.11339
C5 -1.40345 -2.75055 0.63589
C6 -4.24406 1.33069 -0.17936
C7 3.23541 -0.92642 4.07396
C8 3.05052 1.50174 0.33664
C9 -0.78095 -1.97795 1.65927
C10 -2.57907 1.50632 -3.80273
C11 -2.95804 -5.54714 2.67217
C12 -1.62907 3.51789 -1.46409
C13 2.94891 0.26709 3.31962
C14 -4.48258 1.64448 -1.65120
C15 2.61227 -2.12335 3.68827
C16 1.64356 -2.09757 2.72922
C17 -1.22425 -2.35042 -0.81193
C18 -2.12701 3.35559 -0.03483
C19 -1.08108 1.41424 -3.49310
C20 -2.05416 -3.90154 0.99804
C21 -1.72452 -3.45834 3.35427
C22 4.27034 -0.89781 5.11937
C23 -2.23091 -4.28881 2.35476
C24 -1.00144 -2.33251 3.01424
C25 1.89186 2.90597 2.21341
C26 0.17721 -2.71727 -1.36871
H1 -2.43316 3.58025 -2.19511
H2 4.46188 0.10526 5.49640
H3 -4.94783 1.90262 0.43866
H4 -2.46393 -4.55680 0.23864
H5 1.25414 -3.02588 2.33565
H6 -2.96312 2.52492 -3.85211
H7 -0.53800 1.90371 -4.30884
H8 -0.74236 0.37901 -3.44833
H9 -4.40401 0.27423 0.04649
H10 -3.79176 -5.70916 1.98922
H11 -2.26368 -6.38505 2.54756
H12 -5.54123 1.43603 -1.86012
H13 3.55572 1.13594 3.53799
H14 5.20234 -1.27066 4.66158
H15 -0.67592 -1.64067 3.78275
H16 -1.91242 -3.68717 4.39391
H17 -2.97280 4.02209 0.16110
H18 -2.71378 1.05277 -4.79088
H19 2.93992 -3.06241 4.11585
H20 -1.06096 4.44819 -1.54347
H21 -1.34933 3.64041 0.67988
H22 4.02843 -1.58502 5.93456
H23 -3.31509 -5.55419 3.69936
H24 -4.29568 2.67994 -1.92440

Charges obtained by Mulliken population analysis, quoted in units of e:
1. Re 0.04
2. S 0.12
3. S 0.15
4. S 0.11
5. F -0.22
6. F -0.19
7. F -0.22
8. F -0.20
9. F -0.20
10. F -0.20
11. F -0.23
12. F -0.05
13. F -0.16
14. F -0.18
15. F -0.17
16. F -0.20
17. O 0.45
18. O -0.16
19. N -0.20
20. C 1.01
21. C 0.30
22. C -1.08
23. C 1.41
24. C -0.83
25. C -0.68
26. C 0.27
27. C 0.77
28. C 0.11
29. C -0.94
30. C -1.58
31. C -0.78
32. C -0.56
33. C -0.85
34. C -1.25
35. C -0.02
36. C 1.11
37. C -0.94
38. C -0.51
39. C -0.76
40. C -1.01
41. C -1.60
42. C 0.34
43. C 0.13
44. C 0.60
45. C 0.65
46. H 0.39
47. H 0.45
48. H 0.59
49. H 0.72
50. H 0.69
51. H 0.55
52. H 0.61
53. H 0.30
54. H 0.46
55. H 0.44
56. H 0.35
57. H 0.51
58. H 0.67
59. H 0.40
60. H 0.75
61. H 0.52
62. H 0.66
63. H 0.48
64. H 0.56
65. H 0.61
66. H 0.37
67. H 0.45
68. H 0.43
69. H 0.46